C18H20O10 as an isolated structure. Source: the Open Molecules 2025 dataset; level of theory: wB97M-V/def2-TZVPD.

Structure (XYZ):
```
48
Properties=species:S:1:pos:R:3:forces:R:3
C -0.786 -4.041 -0.371 -3.785 1.680 -7.686
C -0.951 -3.082 -1.460 0.941 -4.461 6.095
C -1.938 -3.306 -2.490 0.137 -1.282 0.852
O -2.269 -2.458 -3.281 0.312 1.235 -0.772
C -2.554 -4.580 -2.454 -1.910 -4.373 1.925
C -2.467 -5.592 -1.397 -2.222 2.554 -5.135
C -1.549 -5.340 -0.357 3.000 3.070 2.205
O -1.397 -6.061 0.584 -0.141 -1.555 0.994
O -3.211 -6.710 -1.241 -1.105 1.025 -3.416
O -0.337 -1.925 -1.457 -0.117 0.263 -1.343
H -0.164 -3.691 0.308 2.790 0.674 3.625
H -3.286 -4.567 -3.270 -0.049 -0.947 0.382
H -3.798 -6.758 -2.106 1.519 -0.099 2.613
H -0.667 -1.748 -2.360 0.652 2.236 -0.319
C 3.677 -3.271 2.587 -1.943 2.391 4.933
C 3.077 -2.527 3.801 2.982 -5.971 -4.711
C 2.974 -1.105 3.748 0.477 2.010 -3.382
O 2.373 -0.471 4.549 -1.525 0.963 3.177
C 3.459 -0.363 2.557 2.879 -3.072 -5.176
C 4.092 -1.112 1.427 -0.424 4.847 1.488
C 4.228 -2.565 1.355 -1.545 -1.786 2.575
O 4.653 -3.177 0.415 0.329 0.062 -0.362
O 4.709 -0.540 0.299 -1.628 1.886 2.526
O 2.639 -3.211 4.901 0.641 1.091 -1.620
H 3.764 -4.363 2.726 -0.064 0.739 -0.465
H 3.322 0.719 2.362 -0.021 -0.844 0.788
H 4.641 0.482 0.389 0.019 -2.464 -0.337
H 2.307 -2.516 5.482 -0.290 0.175 0.456
C -0.007 1.661 -0.655 0.121 1.656 4.730
C 1.227 2.376 -1.023 3.358 0.792 0.756
O 2.386 1.918 -0.838 -3.308 1.148 -0.489
C 1.048 3.797 -1.635 4.629 -0.908 6.171
H -0.622 2.410 0.299 1.980 -2.398 -2.910
H 0.266 0.663 -0.253 -0.798 0.562 -0.482
H -0.603 1.779 -1.489 -1.871 -0.571 -1.587
H 0.958 4.638 -0.922 -0.759 -0.803 0.204
H 0.444 3.861 -2.359 -5.242 0.352 -5.288
H 1.982 4.055 -2.010 1.964 0.131 -1.015
C -3.849 4.774 0.215 -0.982 -1.757 -6.484
C -3.518 5.802 -0.979 -4.935 -1.304 -2.736
O -4.367 5.907 -1.931 3.586 -0.167 3.524
C -2.236 6.576 -0.870 0.009 -2.852 1.959
H -2.980 4.194 0.369 0.938 -1.300 -0.270
H -4.806 4.155 0.086 1.635 0.979 -0.240
H -3.898 5.234 1.057 -0.704 3.567 5.462
H -1.908 6.092 0.134 0.722 1.431 -1.739
H -2.476 7.592 -0.724 -0.045 1.286 0.047
H -1.566 6.397 -1.724 -0.206 0.107 0.479
```
Positions in Å, forces in eV/Å.

Summary:
DFT total energy = -1449.98797 hartree
energy relative to the best compared isomer or geometry (same formula, charge and spin) = 17.4 kcal/mol
Kohn-Sham gap = 6.95 eV
strongest force on any atom = 0.16978 hartree/bohr

---

C2H2BrCl3 in the gas phase. Source: the Open Molecules 2025 dataset; level of theory: wB97M-V/def2-TZVPD.

Structure (XYZ):
```
8
Properties=species:S:1:pos:R:3:forces:R:3
Cl 0.029 -1.434 -1.458 0.032 -0.123 0.007
C -0.506 0.023 -0.565 -1.710 -1.707 -0.556
Cl -2.096 -0.272 0.169 -0.729 -0.141 0.097
C 0.382 0.306 0.585 2.796 -0.097 -0.180
Cl 0.695 -1.144 1.540 -0.006 -0.295 0.181
Br 2.123 0.890 -0.221 -0.556 0.164 0.455
H -0.751 0.636 -1.414 0.761 1.318 0.496
H 0.125 0.994 1.365 -0.588 0.882 -0.499
```
Positions in Å, forces in eV/Å.

Summary:
DFT total energy = -4031.97763 hartree
energy relative to the best compared isomer or geometry (same formula, charge and spin) = 5.6 kcal/mol
Kohn-Sham gap = 11.03 eV
strongest force on any atom = 0.05452 hartree/bohr
structure (SMILES) = ClC(Cl)[C@@H](Cl)Br

---

C5H3N in the gas phase. Source: the Open Molecules 2025 dataset; level of theory: wB97M-V/def2-TZVPD.

Structure (XYZ):
```
9
Properties=species:S:1:pos:R:3:forces:R:3
C 0.527 -0.326 0.061 -2.404 -0.656 -2.004
C 1.650 -0.527 -0.316 -2.742 -0.676 0.366
C 3.380 0.846 0.250 1.933 0.965 0.293
C -1.878 0.333 -0.221 -0.200 -0.832 0.198
C -0.888 -0.499 0.201 0.408 3.009 -0.191
N 2.829 -0.071 -0.214 3.467 0.834 -0.151
H -2.924 0.130 0.071 0.765 -0.005 0.078
H -1.814 1.219 -0.882 0.615 -0.900 0.285
H -0.883 -1.104 1.048 -1.843 -1.740 1.127
```
Positions in Å, forces in eV/Å.

Summary:
DFT total energy = -246.87925 hartree
energy relative to the best compared isomer or geometry (same formula, charge and spin) = 64.5 kcal/mol
Kohn-Sham gap = 9.22 eV
strongest force on any atom = 0.06941 hartree/bohr

---

C37H35BrN2O4PtTe as an isolated structure. Source: the Open Molecules 2025 dataset; level of theory: wB97M-V/def2-TZVPD.

Structure (XYZ):
```
81
Properties=species:S:1:pos:R:3:forces:R:3
Pt 0.795 -1.292 0.493 0.014 -0.095 0.045
O 6.086 -2.744 3.293 0.039 -0.026 0.009
C 4.948 -2.408 2.660 0.006 0.008 0.008
C 4.541 -2.982 1.461 -0.020 -0.006 -0.015
C 3.356 -2.566 0.903 0.037 0.012 0.032
N 2.580 -1.610 1.447 -0.041 -0.045 -0.068
C 2.977 -1.089 2.607 -0.017 0.050 0.030
Br 1.867 0.187 3.436 0.011 -0.026 -0.004
C 4.145 -1.443 3.249 -0.027 0.026 0.002
H 6.546 -3.439 2.809 -0.001 0.007 0.007
H 5.125 -3.751 0.973 0.000 0.000 -0.005
H 2.985 -2.999 -0.013 -0.021 -0.006 -0.007
H 4.420 -0.993 4.190 0.003 -0.005 -0.002
C -4.712 2.641 1.494 0.000 -0.009 0.009
C -3.693 1.673 0.952 0.039 -0.035 -0.017
C -4.074 0.430 0.429 -0.017 0.069 -0.057
C -3.155 -0.450 -0.090 0.057 0.003 -0.016
C -3.594 -1.746 -0.715 -0.002 -0.012 0.091
O -3.642 -1.864 -1.917 -0.067 0.039 -0.070
C -3.980 -2.867 0.193 0.008 -0.045 -0.016
C -4.663 -3.957 -0.341 0.006 0.004 -0.002
C -4.987 -5.034 0.465 0.003 -0.002 0.000
C -4.614 -5.034 1.805 0.011 0.005 -0.003
C -3.923 -3.956 2.337 -0.006 -0.013 0.005
C -3.612 -2.869 1.533 -0.006 0.035 0.010
C -1.770 -0.178 -0.039 -0.004 -0.036 0.106
O -0.959 -1.129 -0.424 -0.060 0.032 -0.053
C -1.376 1.096 0.433 -0.029 0.036 0.012
C -2.352 1.987 0.914 -0.025 -0.017 0.018
C 0.007 1.547 0.312 -0.018 0.025 0.012
N 0.999 0.724 0.253 0.084 0.010 -0.033
C 2.328 1.179 -0.152 0.012 0.011 0.005
C 2.741 0.550 -1.479 -0.028 0.019 0.020
Te 1.407 0.932 -3.103 -0.021 0.006 -0.031
C 1.848 2.980 -3.341 0.016 -0.015 0.034
C 2.937 3.607 -2.746 -0.023 0.008 -0.009
C 3.141 4.970 -2.920 0.008 -0.001 0.014
C 2.274 5.717 -3.701 -0.009 0.010 -0.002
C 1.194 5.091 -4.310 0.002 0.004 -0.010
C 0.978 3.735 -4.124 -0.006 -0.011 -0.009
C 0.217 3.026 0.232 -0.011 -0.024 -0.047
C -0.312 3.746 -0.833 0.004 -0.006 -0.015
C -0.122 5.117 -0.906 0.022 0.008 0.003
C 0.575 5.778 0.096 0.005 0.001 -0.003
C 1.085 5.065 1.172 -0.004 0.008 -0.002
C 0.910 3.691 1.238 0.020 -0.026 0.024
H -5.671 2.147 1.654 0.001 0.005 0.006
H -4.879 3.472 0.806 -0.005 -0.002 -0.004
H -4.391 3.064 2.447 -0.003 0.003 -0.006
H -5.124 0.153 0.429 -0.005 0.006 -0.010
H -4.920 -3.941 -1.392 -0.002 -0.007 0.005
H -5.523 -5.879 0.052 0.000 0.004 0.000
H -4.861 -5.881 2.433 0.003 0.000 -0.001
H -3.621 -3.963 3.376 0.003 0.003 -0.005
H -3.061 -2.029 1.938 0.009 -0.004 0.008
H -2.032 2.955 1.280 -0.001 0.000 -0.001
H 3.042 0.874 0.619 0.000 0.008 0.007
H 2.368 2.263 -0.228 0.008 0.026 -0.014
H 2.748 -0.537 -1.400 0.008 -0.010 -0.008
H 3.740 0.877 -1.764 -0.006 -0.006 0.018
H 3.640 3.046 -2.145 -0.002 -0.011 0.017
H 3.989 5.447 -2.442 -0.003 0.000 -0.004
H 2.438 6.778 -3.838 0.000 -0.004 0.000
H 0.512 5.662 -4.928 0.002 -0.002 0.003
H 0.120 3.264 -4.592 -0.001 0.004 0.006
H -0.861 3.223 -1.606 0.001 0.000 0.000
H -0.514 5.669 -1.750 -0.002 0.001 0.000
H 0.720 6.849 0.039 -0.002 -0.004 0.000
H 1.621 5.578 1.960 -0.002 -0.002 -0.003
H 1.313 3.125 2.071 0.004 0.002 -0.004
C -0.941 -4.248 -0.818 0.015 -0.065 -0.017
C 0.489 -4.137 -0.304 0.003 0.039 -0.057
C 0.998 -5.496 0.168 -0.022 0.025 0.004
O 0.604 -3.252 0.782 0.038 0.042 0.044
H -1.007 -4.995 -1.615 -0.016 0.002 0.005
H -1.294 -3.295 -1.203 0.020 -0.018 0.002
H -1.596 -4.555 0.003 0.013 -0.008 -0.011
H 1.124 -3.809 -1.151 -0.002 -0.006 0.022
H 0.394 -5.826 1.016 0.000 -0.011 -0.006
H 2.036 -5.429 0.503 0.005 0.009 -0.001
H 0.932 -6.245 -0.625 0.000 0.005 0.003
```
Positions in Å, forces in eV/Å.

Summary:
DFT total energy = -4802.76447 hartree
energy relative to the best compared isomer or geometry (same formula, charge and spin) = 0.0 kcal/mol
Kohn-Sham gap = 7.49 eV
strongest force on any atom = 0.00217 hartree/bohr

---

A 4-piece molecular cluster, C22H52BrN3O11S overall. Source: the Open Molecules 2025 dataset; level of theory: wB97M-V/def2-TZVPD.

Structure (XYZ):
```
90
Properties=species:S:1:pos:R:3:forces:R:3
C 1.708 -4.712 0.145 0.032 0.171 -0.013
O 2.811 -3.813 0.111 0.048 0.088 0.008
C 3.865 -4.206 0.951 -0.266 0.239 -0.409
C 5.184 -3.780 0.335 0.531 -0.305 0.457
Br 5.375 -1.863 0.283 -0.166 0.070 0.007
C 5.545 -4.386 -1.023 0.296 0.531 -0.630
O 6.417 -5.504 -0.782 -0.161 -0.165 -0.155
S 6.673 -5.737 0.759 0.221 -0.092 0.209
O 8.050 -5.876 1.045 0.038 0.084 -0.231
O 5.757 -6.716 1.228 -0.193 0.002 0.106
O 6.229 -4.270 1.208 -0.219 0.106 0.056
H 0.842 -4.185 -0.244 0.015 0.044 -0.136
H 1.487 -5.025 1.168 0.036 -0.079 0.054
H 1.924 -5.583 -0.477 -0.060 -0.147 0.071
H 3.787 -3.730 1.932 -0.024 -0.119 0.123
H 3.899 -5.291 1.061 0.000 -0.063 0.091
H 4.681 -4.649 -1.628 -0.143 -0.382 0.310
H 6.132 -3.684 -1.611 0.017 0.072 0.092
C -2.772 0.663 2.013 -0.069 -0.036 -0.013
O -3.554 0.276 0.900 0.144 0.005 0.043
C -3.436 1.140 -0.224 -0.196 0.021 -0.077
C -2.807 0.414 -1.391 0.123 -0.115 0.064
N -1.407 0.119 -1.125 -0.115 -0.064 -0.027
C -0.773 -0.745 -2.114 0.106 0.094 0.113
C -1.279 -2.177 -2.234 0.073 -0.033 -0.197
O -1.023 -2.973 -1.091 -0.095 0.015 0.069
C -2.016 -2.936 -0.082 0.114 -0.092 0.036
H -3.006 -0.022 2.826 -0.010 -0.013 -0.009
H -1.699 0.604 1.800 0.005 0.060 0.002
H -3.013 1.682 2.333 0.028 0.013 0.011
H -2.859 2.034 0.030 0.062 -0.025 0.003
H -4.445 1.457 -0.505 0.007 0.020 0.025
H -2.876 1.044 -2.283 -0.001 -0.023 -0.025
H -3.399 -0.495 -1.573 -0.097 0.072 -0.059
H -1.335 -0.320 -0.215 0.038 0.021 0.024
H 0.292 -0.790 -1.874 0.006 -0.019 -0.031
H -0.857 -0.267 -3.095 -0.031 0.005 -0.009
H -0.734 -2.648 -3.056 -0.003 -0.021 0.015
H -2.343 -2.224 -2.495 -0.023 0.047 0.076
H -3.012 -2.780 -0.503 -0.014 0.034 0.002
H -1.818 -2.159 0.662 -0.077 0.047 -0.029
H -2.001 -3.899 0.430 -0.003 -0.009 -0.021
C -9.632 4.521 -4.781 0.035 0.042 0.059
O -9.047 4.263 -3.521 -0.005 -0.058 -0.131
C -9.657 3.200 -2.799 -0.017 0.058 0.180
C -8.689 2.052 -2.623 0.091 0.001 -0.159
N -8.417 1.402 -3.898 0.062 0.061 0.106
C -7.353 0.406 -3.854 -0.107 0.023 -0.150
C -5.940 0.893 -3.558 0.117 -0.204 0.079
O -5.388 1.713 -4.569 -0.028 0.084 0.032
C -5.653 3.098 -4.450 0.081 -0.030 -0.093
H -9.136 5.396 -5.195 0.014 0.002 0.012
H -9.502 3.682 -5.473 -0.059 -0.012 0.001
H -10.701 4.737 -4.685 -0.014 -0.012 -0.027
H -10.567 2.861 -3.303 0.024 -0.036 -0.046
H -9.937 3.583 -1.814 -0.019 0.015 -0.017
H -9.124 1.320 -1.938 0.019 -0.016 0.008
H -7.780 2.456 -2.154 -0.046 -0.006 0.099
H -8.173 2.111 -4.578 -0.018 -0.006 -0.035
H -7.332 -0.093 -4.826 0.022 -0.028 0.015
H -7.620 -0.354 -3.113 0.000 0.014 0.031
H -5.295 0.011 -3.504 0.005 0.008 0.003
H -5.870 1.393 -2.583 -0.066 0.069 -0.030
H -5.742 3.403 -3.404 -0.033 0.005 0.013
H -6.563 3.389 -4.982 -0.036 0.025 0.074
H -4.817 3.632 -4.901 0.010 -0.014 0.004
C 7.131 -1.218 4.081 -0.082 0.028 0.006
O 6.139 -0.410 4.683 0.089 -0.016 -0.063
C 6.570 0.279 5.850 -0.148 -0.014 0.105
C 6.565 1.773 5.614 0.076 0.014 -0.161
N 7.613 2.155 4.677 -0.118 0.035 0.028
C 7.549 3.543 4.232 0.114 -0.096 -0.034
C 6.349 3.950 3.386 0.009 0.176 0.026
O 6.312 3.330 2.114 -0.067 -0.056 0.037
C 5.683 2.063 2.071 0.064 0.042 -0.167
H 6.661 -1.750 3.255 -0.021 0.005 -0.001
H 7.956 -0.617 3.684 0.065 -0.056 0.044
H 7.529 -1.951 4.789 0.047 0.003 -0.010
H 7.563 -0.058 6.159 0.037 0.020 -0.051
H 5.866 0.044 6.654 0.019 -0.020 0.001
H 6.737 2.288 6.563 -0.013 0.017 0.004
H 5.560 2.043 5.260 -0.034 0.014 0.096
H 7.560 1.552 3.866 0.041 -0.027 0.006
H 8.450 3.742 3.645 -0.003 0.027 0.003
H 7.594 4.192 5.112 -0.029 -0.004 0.018
H 6.424 5.024 3.194 0.002 -0.012 -0.020
H 5.401 3.789 3.913 0.006 -0.080 -0.003
H 4.885 1.981 2.813 0.021 -0.032 0.043
H 6.400 1.250 2.222 -0.077 -0.054 0.071
H 5.249 1.942 1.078 -0.006 0.041 -0.002
```
Positions in Å, forces in eV/Å.

Summary:
DFT total energy = -4833.34942 hartree
Kohn-Sham gap = 9.15 eV
strongest force on any atom = 0.01703 hartree/bohr
structure (SMILES) = COC[C@]1(Br)COS(=O)(=O)O1.COCCNCCOC.COCCNCCOC.COCCNCCOC

---

C9H10N2O3S in the gas phase. Source: the Open Molecules 2025 dataset; level of theory: wB97M-V/def2-TZVPD.

Structure (XYZ):
```
25
Properties=species:S:1:pos:R:3:forces:R:3
C -3.236 -1.092 -0.586 0.092 -0.125 -0.091
C -3.510 0.229 -0.262 0.102 0.268 0.053
C -1.932 -1.548 -0.653 0.031 0.113 0.045
C -2.467 1.118 -0.047 -0.262 -0.087 0.093
C -0.889 -0.672 -0.361 -0.780 0.184 0.376
C -1.169 0.656 -0.056 0.980 0.077 -0.346
C 2.737 -0.523 -0.546 0.740 -0.112 -0.614
C 1.458 -0.464 0.201 -2.044 1.263 -0.158
C 1.353 -0.183 1.659 0.101 -0.080 0.168
N 0.443 -1.114 -0.416 1.127 -0.276 -0.134
N 3.763 0.204 -0.053 0.010 -0.036 0.112
O 2.827 -1.215 -1.547 -0.098 0.027 0.187
O 0.354 2.595 1.090 -0.031 -0.055 0.157
O 0.032 2.574 -1.367 0.082 -0.070 -0.105
S 0.275 1.826 -0.146 0.143 -1.144 0.070
H -4.047 -1.772 -0.799 -0.066 -0.066 -0.011
H -4.530 0.573 -0.194 -0.106 0.011 -0.009
H -1.714 -2.565 -0.941 0.031 -0.149 0.039
H -2.652 2.162 0.151 -0.057 0.142 -0.005
H 0.328 0.069 1.919 0.044 -0.017 0.102
H 1.987 0.641 1.972 -0.039 0.054 0.018
H 1.637 -1.074 2.221 0.070 -0.134 -0.025
H 0.737 -1.592 -1.269 -0.001 0.201 0.084
H 3.611 0.921 0.633 -0.014 0.013 0.013
H 4.605 0.244 -0.604 -0.055 -0.001 -0.018
```
Positions in Å, forces in eV/Å.

Summary:
DFT total energy = -1082.33638 hartree
energy relative to the best compared isomer or geometry (same formula, charge and spin) = 14.8 kcal/mol
Kohn-Sham gap (spin up / spin down) = 6.87 / 6.87 eV
strongest force on any atom = 0.04682 hartree/bohr

---

> Among the records above, which one has the highest DFT total energy?

C5H3N

---

> DFT total energy of number 1 (C18H20O10)?

-1449.98797 hartree

---

> The highest DFT total energy belongs to which entry?

C5H3N

---

> strongest force on any atom of number 5 (C22H52BrN3O11S)?

0.01703 hartree/bohr